one:
{
  "formula": "C3H5NO2",
  "method": "ωB97M-V/def2-TZVPD",
  "homo_ev": -8.89,
  "gap_ev": 9.3,
  "molar_mass_g_mol": 87.1,
  "elements": ["N", "C", "O", "C", "C", "O", "H", "H", "H", "H", "H"],
  "positions_angstrom": [[0.27, -1.35, -1.24], [0.47, -0.54, -0.20], [1.25, -0.87, 0.76], [-0.06, 0.79, 0.05], [-1.12, 0.86, 1.06], [-1.85, 1.81, 1.24], [-0.43, -1.13, -1.93], [0.79, -2.21, -1.32], [-0.13, 1.51, -0.75], [1.03, 0.33, 1.01], [-1.19, -0.04, 1.73]]
}

two:
{
  "formula": "C3H5NO2",
  "method": "ωB97M-V/def2-TZVPD",
  "homo_ev": -10.51,
  "gap_ev": 10.0,
  "molar_mass_g_mol": 87.1,
  "elements": ["C", "C", "N", "O", "C", "O", "H", "H", "H", "H", "H"],
  "positions_angstrom": [[-0.89, -0.56, 0.99], [-0.13, 0.60, 0.61], [-0.67, 1.58, 0.02], [1.18, 0.18, 0.34], [1.01, -0.32, -0.98], [0.47, 0.33, -1.83], [-1.97, -0.34, 1.14], [-0.48, -1.27, 1.69], [-0.26, -1.17, -0.30], [0.04, 2.11, -0.48], [1.70, -1.14, -1.19]]
}

three:
{
  "formula": "C3H5NO2",
  "method": "ωB97M-V/def2-TZVPD",
  "homo_ev": -8.17,
  "gap_ev": 8.7,
  "molar_mass_g_mol": 87.1,
  "elements": ["N", "C", "C", "O", "C", "O", "H", "H", "H", "H", "H"],
  "positions_angstrom": [[-0.65, -1.47, 0.62], [-0.24, -0.21, 0.14], [-0.93, 1.13, 0.01], [0.35, 1.69, -0.43], [0.86, 0.44, -0.28], [2.16, 0.25, -0.54], [0.01, -1.89, 1.27], [-0.89, -2.13, -0.11], [2.28, -0.67, -0.80], [-1.66, 1.25, -0.80], [-1.28, 1.62, 0.92]]
}

Computed energies relative to the best structure, in hartree: one 0.0041; two 0.0597; three 0.0000

one:
{
  "formula": "C3H5NO2",
  "method": "ωB97M-V/def2-TZVPD",
  "homo_ev": -9.99,
  "gap_ev": 10.8,
  "smiles": "N=C1OCCO1",
  "molar_mass_g_mol": 87.1,
  "elements": ["N", "C", "O", "C", "C", "O", "H", "H", "H", "H", "H"],
  "positions_angstrom": [[-0.85, -2.22, -0.37], [-0.53, -1.03, -0.15], [-0.42, -0.52, 1.11], [0.50, 0.54, 0.94], [0.01, 1.16, -0.35], [-0.19, -0.07, -1.07], [-0.88, -2.41, -1.37], [1.52, 0.15, 0.68], [0.98, 0.94, 1.82], [-0.94, 1.71, -0.42], [0.80, 1.74, -0.81]]
}

two:
{
  "formula": "C3H5NO2",
  "method": "ωB97M-V/def2-TZVPD",
  "homo_ev": -10.64,
  "gap_ev": 11.4,
  "smiles": "[H]/N=C\\OC(C)=O",
  "molar_mass_g_mol": 87.1,
  "elements": ["C", "C", "O", "O", "C", "N", "H", "H", "H", "H", "H"],
  "positions_angstrom": [[-0.09, -1.72, -0.76], [0.13, -0.24, -0.73], [0.48, 0.44, -1.65], [-0.13, 0.26, 0.53], [0.16, 1.60, 0.75], [-0.15, 2.22, 1.79], [0.65, -2.23, -0.14], [-1.08, -1.97, -0.37], [0.01, -2.05, -1.79], [0.69, 2.07, -0.07], [-0.68, 1.62, 2.44]]
}

Computed energies relative to the best structure, in hartree: one 0.0483; two 0.0000

one:
{
  "formula": "C2H2Br3P",
  "method": "ωB97M-V/def2-TZVPD",
  "homo_ev": -9.80,
  "gap_ev": 9.7,
  "molar_mass_g_mol": 296.7,
  "elements": ["C", "C", "P", "Br", "Br", "Br", "H", "H"],
  "positions_angstrom": [[-1.35, 0.65, 0.06], [-0.36, -0.19, -0.35], [1.49, -1.10, 0.11], [-0.58, -1.02, -2.09], [1.50, -0.89, 2.31], [2.78, 0.58, -0.49], [-2.20, 0.82, -0.57], [-1.27, 1.16, 1.01]]
}

two:
{
  "formula": "C2H2Br3P",
  "method": "ωB97M-V/def2-TZVPD",
  "homo_ev": [-8.23, -8.67],
  "gap_ev": [7.5, 8.0],
  "molar_mass_g_mol": 296.7,
  "elements": ["C", "C", "P", "Br", "Br", "Br", "H", "H"],
  "positions_angstrom": [[1.24, -0.01, -0.03], [-1.07, 0.46, -0.13], [0.02, -0.73, -1.11], [-1.27, 2.16, -0.64], [-1.57, 0.03, 1.66], [-0.82, -2.58, -0.24], [1.91, 0.70, -0.59], [1.55, -0.03, 1.08]]
}

Computed energies relative to the best structure, in hartree: one 0.0000; two 0.0983

one:
{
  "formula": "C20H24N2O3",
  "method": "ωB97M-V/def2-TZVPD",
  "homo_ev": -8.48,
  "gap_ev": 9.1,
  "smiles": "Cc1cccc(OCCC(=O)NCC(=O)Nc2c(C)cccc2C)c1",
  "molar_mass_g_mol": 340.4,
  "elements": ["C", "C", "C", "C", "C", "C", "C", "H", "H", "H", "O", "C", "C", "C", "O", "N", "H", "C", "H", "H", "C", "O", "N", "C", "C", "C", "C", "C", "C", "C", "H", "H", "H", "H", "H", "H", "C", "H", "H", "H", "H", "H", "H", "H", "H", "H", "H", "H", "H"],
  "positions_angstrom": [[-3.29, -3.04, 0.94], [-2.48, -2.16, 0.04], [-1.10, -2.37, -0.05], [-0.32, -1.57, -0.86], [-0.93, -0.56, -1.62], [-2.29, -0.36, -1.53], [-3.06, -1.15, -0.70], [-4.12, -0.98, -0.63], [-2.74, 0.42, -2.12], [-0.31, 0.04, -2.26], [1.04, -1.65, -0.97], [1.73, -2.67, -0.26], [3.23, -2.43, -0.45], [3.60, -1.12, 0.23], [3.97, -1.06, 1.38], [3.43, -0.03, -0.55], [3.04, -0.14, -1.48], [3.60, 1.31, -0.06], [4.06, 1.23, 0.93], [4.28, 1.88, -0.71], [2.30, 2.12, 0.09], [2.32, 3.33, 0.14], [1.20, 1.35, 0.15], [-0.14, 1.78, 0.32], [-0.87, 1.22, 1.38], [-2.20, 1.58, 1.53], [-2.79, 2.48, 0.67], [-2.05, 3.03, -0.36], [-0.72, 2.69, -0.56], [0.04, 3.26, -1.71], [0.58, 2.48, -2.24], [-0.63, 3.76, -2.40], [0.78, 3.97, -1.35], [-2.52, 3.74, -1.03], [-3.82, 2.76, 0.81], [-2.77, 1.15, 2.34], [-0.22, 0.25, 2.32], [-0.86, 0.07, 3.18], [0.74, 0.63, 2.67], [-0.05, -0.71, 1.82], [1.34, 0.35, 0.23], [3.46, -2.40, -1.52], [3.78, -3.24, 0.03], [1.49, -2.62, 0.81], [1.45, -3.66, -0.65], [-0.66, -3.17, 0.53], [-4.32, -2.70, 0.99], [-3.29, -4.07, 0.58], [-2.88, -3.04, 1.95]]
}

two:
{
  "formula": "C20H24N2O3",
  "method": "ωB97M-V/def2-TZVPD",
  "homo_ev": -7.25,
  "gap_ev": 7.9,
  "smiles": "c1ccc(N2CCN(CCCOc3ccc4c(c3)OCO4)CC2)cc1",
  "molar_mass_g_mol": 340.4,
  "elements": ["C", "C", "C", "C", "C", "C", "H", "H", "N", "C", "H", "C", "N", "C", "C", "H", "H", "H", "H", "C", "C", "C", "H", "O", "C", "C", "C", "C", "C", "C", "H", "O", "C", "O", "H", "H", "H", "H", "H", "H", "H", "H", "H", "H", "H", "H", "H", "H", "H"],
  "positions_angstrom": [[-4.43, -3.76, 0.50], [-3.21, -3.63, -0.39], [-2.61, -2.30, -0.60], [-3.22, -1.28, 0.03], [-4.38, -1.57, 0.71], [-5.05, -2.72, 1.10], [-5.96, -2.84, 1.84], [-4.86, -0.51, 1.22], [-2.79, 0.05, -0.25], [-1.74, 0.19, -1.22], [-2.12, -0.17, -2.06], [-1.92, 1.81, -1.73], [-1.62, 2.48, -0.66], [-2.49, 2.43, 0.61], [-2.47, 0.85, 0.86], [-3.26, 0.65, 1.90], [-1.43, 0.46, 1.45], [-2.30, 2.93, 1.50], [-3.44, 2.67, 0.19], [-0.35, 3.19, -0.14], [0.63, 2.18, 0.32], [1.95, 2.91, 0.65], [2.41, 3.23, -0.44], [2.94, 2.01, 1.29], [3.46, 1.03, 0.22], [3.32, 0.59, -0.89], [3.77, -0.76, -1.48], [4.55, -1.25, -0.73], [4.67, -1.16, 0.76], [4.28, -0.05, 1.32], [4.43, 0.34, 2.23], [5.50, -2.14, 1.06], [5.80, -3.00, 0.17], [5.11, -2.72, -1.05], [5.34, -4.09, 0.44], [6.90, -2.92, 0.01], [3.60, -0.79, -2.69], [2.65, 1.25, -1.23], [2.02, 3.74, 1.16], [0.63, 1.38, -0.06], [0.43, 1.87, 1.59], [-0.03, 3.55, -0.97], [-0.53, 3.99, 0.41], [-1.11, 1.76, -2.36], [-2.91, 1.97, -2.13], [-0.61, -0.12, -0.91], [-1.80, -2.44, -1.15], [-2.82, -4.64, -0.85], [-4.92, -4.63, 0.45]]
}

Computed energies relative to the best structure, in hartree: one 0.0000; two 0.7546